1.
Entry from the OMol25 dataset: a cluster of 2 separate species, C2H10NS2 in total (the ωB97M-V functional and the def2-TZVPD basis).

Geometry (Å):
C  0.271  -1.910  -0.835
N  1.334  -0.896  -0.410
H  0.725  -2.868  -1.088
H  -0.442  -1.939  -0.001
H  0.067  -1.597  -1.855
H  1.775  -1.020  0.503
H  0.899  0.043  -0.629
H  2.154  -1.017  -1.018
C  -1.830  1.071  0.782
S  -0.595  1.470  -0.477
S  1.021  2.181  0.876
H  -1.325  0.829  1.759
H  -2.454  0.235  0.492
H  -2.389  1.942  1.110
H  0.788  3.476  0.792

Calculated values
HOMO-LUMO gap (spin up / spin down) in eV: 3.791 / 7.321
Relative energy (zero: lowest compared OMol25 entry of this formula, charge and spin) in eV: 0.351
2S+1: 2
HOMO (spin up / spin down) in eV: -3.9851 / -7.5335

The net atomic charges from Löwdin, expressed in e, are: number 1, C, carries -0.032; number 2, N, carries 0.054; number 3, H, carries 0.081; number 4, H, carries 0.103; number 5, H, carries 0.090; number 6, H, carries 0.148; number 7, H, carries -0.050; number 8, H, carries 0.151; number 9, C, carries -0.559; number 10, S, carries 0.206; number 11, S, carries 0.064; number 12, H, carries 0.014; number 13, H, carries 0.000; number 14, H, carries 0.014; number 15, H, carries -0.284

---

2.
Entry from the OMol25 dataset: an isolated molecule of C3H6N2S (the ωB97M-V functional and the def2-TZVPD basis).

Geometry (Å):
C  0.139  0.122  -0.233
C  -0.815  -0.836  0.407
C  -1.021  -2.060  -0.065
H  2.082  2.652  0.594
H  -0.479  1.557  1.105
H  1.532  0.429  -1.472
H  -1.430  -0.472  1.225
H  -1.719  -2.745  0.374
H  -0.345  -2.451  -0.835
N  0.173  1.374  0.346
N  0.850  -0.284  -1.188
S  1.033  2.713  -0.259

Calculated values
HOMO-LUMO gap in eV: 9.976
Structure (SMILES): [H]/N=C(/C=C)NS
Relative energy (zero: lowest compared OMol25 entry of this formula, charge and spin) in eV: 1.520
HOMO in eV: -9.2710

The net atomic charges from Löwdin, expressed in e, are: number 1, C, carries -0.556; number 2, C, carries -0.122; number 3, C, carries 0.025; number 4, H, carries -0.136; number 5, H, carries 0.080; number 6, H, carries 0.018; number 7, H, carries 0.089; number 8, H, carries 0.051; number 9, H, carries 0.068; number 10, N, carries -0.401; number 11, N, carries 0.119; number 12, S, carries 0.765

---

3.
Entry from the OMol25 dataset: an isolated molecule of C8H6O4S (the ωB97M-V functional and the def2-TZVPD basis).

Geometry (Å):
C  1.870  0.512  0.582
C  1.344  1.055  -0.581
C  1.094  -0.208  1.450
C  0.088  0.648  -1.001
C  -0.084  -0.730  1.038
C  -0.650  -0.253  -0.201
C  -3.000  -1.178  -1.097
C  -1.931  -0.689  -0.557
O  -5.685  0.195  0.985
O  -4.220  1.468  -0.469
O  -4.268  -0.961  -0.826
O  -3.225  -0.033  1.183
S  -4.406  0.317  0.340
H  2.800  1.035  0.998
H  1.934  1.420  -1.329
H  1.432  -0.481  2.442
H  -0.178  0.941  -1.967
H  -0.588  -1.359  1.805
H  -3.017  -1.690  -2.038

Calculated values
HOMO-LUMO gap in eV: 7.582
Relative energy (zero: lowest compared OMol25 entry of this formula, charge and spin) in eV: 1.803
HOMO in eV: -9.9089

The net atomic charges from Löwdin, expressed in e, are: number 1, C, carries -0.047; number 2, C, carries -0.051; number 3, C, carries -0.089; number 4, C, carries 0.029; number 5, C, carries 0.016; number 6, C, carries -0.181; number 7, C, carries -0.187; number 8, C, carries 0.161; number 9, O, carries -0.262; number 10, O, carries -0.265; number 11, O, carries -0.121; number 12, O, carries -0.276; number 13, S, carries 0.512; number 14, H, carries 0.145; number 15, H, carries 0.083; number 16, H, carries 0.118; number 17, H, carries 0.111; number 18, H, carries 0.147; number 19, H, carries 0.157

---

4.
Entry from the OMol25 dataset: an isolated molecule of CH3I (the ωB97M-V functional and the def2-TZVPD basis).

Geometry (Å):
C  0.153  0.423  0.015
I  -0.204  -2.213  -0.008
H  -0.108  0.536  1.034
H  0.975  0.665  -0.615
H  -0.814  0.590  -0.426

Calculated values
HOMO-LUMO gap in eV: 8.210
Structure (SMILES): CI
Relative energy (zero: lowest compared OMol25 entry of this formula, charge and spin) in eV: 1.403
HOMO in eV: -9.3636

The net atomic charges from Löwdin, expressed in e, are: number 1, C, carries -0.144; number 2, I, carries 0.221; number 3, H, carries -0.033; number 4, H, carries -0.006; number 5, H, carries -0.038

---

5.
Entry from the OMol25 dataset: a structure of composition C26H35Br40FN2O3S3 (the ωB97M-V functional and the def2-TZVPD basis).

Geometry (Å):
C  5.277  -6.546  4.050
C  5.605  -7.339  2.783
N  5.482  -6.568  1.536
C  6.653  -5.726  1.276
C  6.309  -4.443  0.520
C  5.132  -7.398  0.438
S  6.141  -8.444  -0.259
S  3.422  -7.239  -0.197
C  2.430  -8.243  0.976
C  1.893  -7.431  2.179
C  0.967  -6.266  1.770
C  1.197  -4.990  2.586
F  0.970  -5.302  3.883
Br  3.048  -4.442  2.248
O  0.345  -4.021  2.096
C  -0.166  -3.114  3.074
C  0.928  -2.320  3.802
O  0.375  -1.154  4.398
C  1.289  -0.698  5.380
S  1.508  1.113  5.288
N  -1.017  -2.103  2.357
C  -1.044  -2.411  1.163
O  -1.426  -2.800  0.118
H  5.911  -5.658  4.112
H  5.446  -7.203  4.908
H  4.240  -6.221  4.102
H  6.599  -7.801  2.871
H  4.878  -8.157  2.724
H  7.465  -6.257  0.760
H  7.077  -5.447  2.247
H  5.690  -3.746  1.104
H  7.223  -3.895  0.272
H  5.785  -4.623  -0.424
H  3.093  -9.014  1.373
H  1.607  -8.705  0.432
H  1.316  -8.122  2.804
H  2.757  -7.133  2.773
H  1.008  -6.042  0.705
H  -0.055  -6.574  2.019
H  -0.796  -3.599  3.811
H  1.816  -2.125  3.191
H  1.265  -2.966  4.628
H  2.287  -1.119  5.249
H  0.940  -0.931  6.389
H  2.511  1.160  4.384
C  -1.047  1.746  0.457
Br  -1.211  -0.067  -0.181
Br  -0.643  1.809  2.339
Br  0.233  2.739  -0.594
H  -2.008  2.224  0.314
C  2.909  5.003  6.574
Br  3.332  3.498  7.697
Br  4.488  6.014  6.116
Br  1.921  4.482  5.002
H  2.269  5.658  7.148
C  -2.421  4.112  -2.934
Br  -3.267  4.991  -4.431
Br  -2.867  4.960  -1.268
Br  -2.802  2.222  -2.898
H  -1.352  4.218  -3.068
C  -3.256  3.260  -8.156
Br  -5.097  2.953  -8.640
Br  -2.376  1.629  -7.630
Br  -2.293  4.175  -9.552
H  -3.262  3.913  -7.294
C  -3.848  6.783  2.407
Br  -5.678  6.455  1.897
Br  -2.935  5.151  2.888
Br  -2.887  7.744  1.038
H  -3.868  7.410  3.287
C  -8.471  1.917  -10.534
Br  -8.484  -0.008  -10.564
Br  -9.044  2.664  -12.214
Br  -9.504  2.616  -9.060
H  -7.446  2.226  -10.381
C  6.088  -0.182  1.695
Br  4.664  0.972  2.298
Br  6.309  -1.711  2.847
Br  5.855  -0.703  -0.145
H  7.004  0.390  1.749
C  9.557  -2.975  5.130
Br  9.212  -1.095  5.402
Br  8.160  -4.072  5.880
Br  9.870  -3.394  3.273
H  10.467  -3.208  5.664
C  0.104  8.309  -1.866
Br  -1.248  9.510  -1.195
Br  0.326  6.802  -0.704
Br  -0.264  7.754  -3.676
H  1.039  8.854  -1.883
C  4.001  7.288  1.321
Br  3.859  5.370  1.176
Br  3.548  8.158  -0.335
Br  2.955  7.982  2.781
H  5.036  7.518  1.530
C  -13.200  3.478  -10.856
Br  -13.544  5.366  -10.664
Br  -14.497  2.419  -9.905
Br  -13.071  2.962  -12.706
H  -12.237  3.284  -10.403
C  -12.434  9.215  -10.716
Br  -12.821  9.590  -8.865
Br  -13.480  10.317  -11.901
Br  -10.549  9.350  -11.091
H  -12.720  8.189  -10.900
C  -4.217  -3.098  5.473
Br  -3.867  -4.740  6.424
Br  -2.587  -2.183  5.010
Br  -5.329  -3.392  3.927
H  -4.768  -2.454  6.144

Calculated values
HOMO-LUMO gap in eV: 7.774
HOMO in eV: -8.4027

Atomic partial charges in e from the Löwdin method, atoms 1 to 99: number 1, C, carries -0.094; number 2, C, carries -0.252; number 3, N, carries -0.257; number 4, C, carries -0.266; number 5, C, carries -0.125; number 6, C, carries -1.076; number 7, S, carries 0.752; number 8, S, carries 0.824; number 9, C, carries -0.447; number 10, C, carries -0.262; number 11, C, carries -0.173; number 12, C, carries -0.844; number 13, F, carries 0.059; number 14, Br, carries 0.916; number 15, O, carries -0.071; number 16, C, carries -0.312; number 17, C, carries -0.194; number 18, O, carries -0.255; number 19, C, carries -0.551; number 20, S, carries 0.649; number 21, N, carries 0.145; number 22, C, carries -0.466; number 23, O, carries 0.085; number 24, H, carries 0.041; number 25, H, carries 0.081; number 26, H, carries 0.020; number 27, H, carries 0.121; number 28, H, carries 0.101; number 29, H, carries 0.093; number 30, H, carries 0.099; number 31, H, carries -0.035; number 32, H, carries 0.067; number 33, H, carries 0.078; number 34, H, carries 0.070; number 35, H, carries 0.078; number 36, H, carries 0.116; number 37, H, carries 0.055; number 38, H, carries 0.109; number 39, H, carries 0.131; number 40, H, carries 0.084; number 41, H, carries 0.100; number 42, H, carries 0.125; number 43, H, carries 0.080; number 44, H, carries 0.087; number 45, H, carries -0.174; number 46, C, carries -1.580; number 47, Br, carries 0.765; number 48, Br, carries 0.590; number 49, Br, carries 0.556; number 50, H, carries -0.055; number 51, C, carries -1.617; number 52, Br, carries 0.572; number 53, Br, carries 0.558; number 54, Br, carries 0.547; number 55, H, carries -0.030; number 56, C, carries -1.619; number 57, Br, carries 0.584; number 58, Br, carries 0.537; number 59, Br, carries 0.584; number 60, H, carries -0.042; number 61, C, carries -1.644; number 62, Br, carries 0.576; number 63, Br, carries 0.572; number 64, Br, carries 0.574; number 65, H, carries -0.085; number 66, C, carries -1.618; number 67, Br, carries 0.575; number 68, Br, carries 0.556; number 69, Br, carries 0.505; number 70, H, carries -0.031; number 71, C, carries -1.638; number 72, Br, carries 0.582; number 73, Br, carries 0.572; number 74, Br, carries 0.576; number 75, H, carries -0.083; number 76, C, carries -1.599; number 77, Br, carries 0.584; number 78, Br, carries 0.580; number 79, Br, carries 0.606; number 80, H, carries -0.027; number 81, C, carries -1.628; number 82, Br, carries 0.558; number 83, Br, carries 0.570; number 84, Br, carries 0.557; number 85, H, carries -0.032; number 86, C, carries -1.609; number 87, Br, carries 0.560; number 88, Br, carries 0.509; number 89, Br, carries 0.583; number 90, H, carries -0.060; number 91, C, carries -1.615; number 92, Br, carries 0.557; number 93, Br, carries 0.571; number 94, Br, carries 0.562; number 95, H, carries -0.029; number 96, C, carries -1.640; number 97, Br, carries 0.585; number 98, Br, carries 0.577; number 99, Br, carries 0.560

---

6.
Entry from the OMol25 dataset: a cluster of 2 separate species, C10H23NO3P in total (the ωB97M-V functional and the def2-TZVPD basis).

Geometry (Å):
O  -0.388  1.828  5.514
P  -0.625  1.003  4.375
O  -0.281  -0.508  4.678
O  -2.075  1.036  3.814
N  0.408  1.430  3.039
C  1.577  1.849  3.311
C  2.340  2.113  2.063
C  1.616  1.099  1.142
C  0.164  1.374  1.570
H  0.217  -0.913  3.944
H  -2.602  0.431  4.375
H  1.943  1.971  4.313
H  2.311  3.142  1.738
H  3.322  1.702  2.264
H  1.999  0.121  1.403
H  1.776  1.170  0.077
H  -0.565  0.627  1.316
H  -0.121  2.360  1.236
C  -2.687  -0.597  -1.432
C  -1.321  -1.205  -1.127
C  -0.153  -0.376  -1.662
C  -0.119  -0.223  -3.183
C  -0.074  -1.539  -3.957
C  1.175  -2.370  -3.670
H  -2.867  -0.528  -2.504
H  -3.484  -1.207  -1.007
H  -2.773  0.407  -1.010
H  -1.273  -2.221  -1.522
H  -1.216  -1.298  -0.038
H  0.784  -0.827  -1.316
H  -0.192  0.624  -1.208
H  0.754  0.378  -3.453
H  -0.988  0.352  -3.511
H  -0.106  -1.310  -5.023
H  -0.966  -2.134  -3.745
H  2.079  -1.811  -3.918
H  1.175  -3.281  -4.266
H  1.235  -2.668  -2.621

Calculated values
HOMO-LUMO gap in eV: 8.513
Total charge: +1
HOMO in eV: -13.5098

The net atomic charges from Löwdin, expressed in e, are: number 1, O, carries -0.171; number 2, P, carries 0.372; number 3, O, carries -0.055; number 4, O, carries -0.050; number 5, N, carries -0.054; number 6, C, carries 0.014; number 7, C, carries -0.072; number 8, C, carries -0.127; number 9, C, carries -0.077; number 10, H, carries 0.108; number 11, H, carries 0.130; number 12, H, carries 0.164; number 13, H, carries 0.148; number 14, H, carries 0.134; number 15, H, carries 0.125; number 16, H, carries 0.115; number 17, H, carries 0.114; number 18, H, carries 0.147; number 19, C, carries -0.100; number 20, C, carries -0.268; number 21, C, carries -0.246; number 22, C, carries -0.221; number 23, C, carries -0.261; number 24, C, carries -0.106; number 25, H, carries 0.072; number 26, H, carries 0.074; number 27, H, carries 0.072; number 28, H, carries 0.104; number 29, H, carries 0.087; number 30, H, carries 0.097; number 31, H, carries 0.089; number 32, H, carries 0.112; number 33, H, carries 0.106; number 34, H, carries 0.110; number 35, H, carries 0.101; number 36, H, carries 0.077; number 37, H, carries 0.074; number 38, H, carries 0.063

---

Number 1: strongest force on any atom 0.0673 hartree/bohr. Number 2: strongest force on any atom 0.0243 hartree/bohr. Number 3: strongest force on any atom 0.0783 hartree/bohr. Number 4: strongest force on any atom 0.0786 hartree/bohr. Number 5: strongest force on any atom 0.0601 hartree/bohr. Number 6: strongest force on any atom 0.0431 hartree/bohr.